304
Properties=species:S:1:pos:R:3:forces:R:3 method="wB97M-V/def2-TZVPD" energy_ha=-6615.22296 homo_energy_ev=-9.12 max_force_ev_per_a=7.93
C -0.40436 2.66550 6.92215 -0.369 0.427 -1.371
O -1.70567 2.07553 7.12071 -0.775 -1.413 0.380
C -2.15487 1.11511 6.24685 -0.570 2.228 1.004
O -1.52286 0.65683 5.34837 0.345 -0.587 -0.208
O -3.47695 0.84665 6.38645 -0.543 0.580 1.333
C -4.27367 1.32148 7.54874 0.307 0.048 0.778
H -0.56511 3.33654 6.07837 0.517 0.075 -0.030
H 0.38204 1.96315 6.64576 -0.263 -0.212 0.165
H -0.11622 3.28053 7.77468 -0.395 -0.429 0.216
H -5.34615 1.14051 7.47719 0.258 -0.657 -1.115
H -4.26656 2.37766 7.81809 0.860 0.243 -0.847
H -3.98565 0.82746 8.47669 0.446 -0.347 -0.280
C 4.05190 4.68515 3.87779 -1.288 0.000 0.376
O 3.21104 3.76401 3.16063 -0.058 -0.735 -0.589
C 2.05031 3.33813 3.71163 -0.136 0.922 0.472
O 1.60871 3.75632 4.77557 0.396 -0.916 -1.313
O 1.52004 2.45388 2.85943 -0.148 -0.169 -0.244
C 0.19527 1.89798 3.11042 -0.536 0.480 1.185
H 4.35310 4.18893 4.80036 0.302 0.305 0.039
H 3.43003 5.55372 4.09448 0.253 0.105 0.297
H 4.88741 4.99908 3.25211 -0.177 -0.503 -0.078
H 0.22694 1.18875 3.93751 0.197 0.280 0.040
H -0.31615 1.38704 2.29464 1.220 0.098 -0.741
H -0.49679 2.71481 3.31524 0.175 0.113 0.406
C -4.79261 9.43228 -1.01888 -1.060 1.487 -0.953
O -3.90422 8.37670 -0.88291 0.988 -1.034 0.310
C -3.70308 7.79310 0.29096 -2.472 0.555 2.717
O -4.19220 8.14318 1.39177 1.659 -0.803 -2.978
O -3.02174 6.67555 0.06813 -0.139 0.816 -1.036
C -2.55881 5.93109 1.12463 1.088 -1.583 2.424
H -5.83127 9.13828 -1.17002 -0.070 -0.599 0.631
H -4.58219 9.85884 -1.99963 0.455 0.194 0.161
H -4.73922 10.20154 -0.24850 0.211 -0.272 0.132
H -3.26466 5.48756 1.82689 -1.052 0.215 -0.520
H -1.92976 6.45600 1.84356 0.363 0.602 -0.489
H -2.01313 5.06002 0.76192 0.038 0.350 -0.441
C 0.88747 -2.12928 1.48260 2.132 -0.183 0.213
O 0.03628 -1.15423 0.96674 -1.321 1.931 -2.273
C 0.45500 -0.32209 -0.08497 1.524 -0.310 -0.141
O 1.56496 -0.23495 -0.61335 -1.770 -0.974 1.541
O -0.55798 0.44952 -0.45344 -1.185 -1.415 3.223
C -0.56054 1.08812 -1.65521 0.404 0.632 -2.986
H 0.52932 -2.64707 2.37239 -0.703 0.748 0.068
H 1.79257 -1.57912 1.73992 0.379 -0.589 0.262
H 1.12545 -2.94867 0.80432 -0.102 0.247 -0.537
H 0.35359 1.65526 -1.83074 -0.005 -0.051 -0.021
H -1.41827 1.73523 -1.83871 -0.076 0.232 1.141
H -0.72130 0.34519 -2.43643 0.521 -0.229 -0.249
C 1.32904 4.14421 -0.34924 -0.674 1.665 0.053
O 1.73509 5.51597 -0.64652 0.694 -1.352 0.135
C 1.11336 6.18756 -1.72861 -1.015 0.337 0.797
C 1.02717 5.47167 -3.06324 1.361 -1.142 -0.058
O 0.00233 4.50192 -3.04883 -1.744 -0.781 -0.093
C 0.00172 3.54177 -4.15059 1.665 1.946 -0.127
H 1.82859 3.77519 0.54652 0.722 0.227 -0.367
H 1.45016 3.50361 -1.22277 -0.064 -0.080 0.246
H 0.29610 4.21467 -0.00841 -0.470 -0.423 -0.491
H 1.60814 7.15841 -1.70137 0.424 -0.146 -0.832
H 0.10324 6.48120 -1.44308 -0.591 -0.307 0.111
H 1.96320 4.92540 -3.17961 0.578 -0.117 -0.042
H 1.01182 6.11536 -3.94274 -0.539 0.429 0.019
H -0.92373 3.03303 -4.42046 -0.212 0.265 1.016
H 0.83428 2.85466 -3.99951 -0.176 -0.354 -0.021
H 0.25945 4.12037 -5.03766 0.093 -0.129 -0.360
C -2.61377 -2.38128 4.40659 1.188 0.098 0.295
O -2.56122 -3.70003 3.89125 -1.598 -0.360 0.169
C -1.57355 -4.55869 4.46945 0.208 -0.786 -1.633
C -1.68242 -6.08191 3.98519 -1.440 1.600 -1.194
O -1.28619 -6.26596 2.60211 0.112 -0.622 0.361
C -2.08692 -5.56441 1.63408 1.054 0.792 0.350
H -3.28755 -1.69363 3.89546 -0.364 -0.720 -0.405
H -1.63773 -1.90940 4.29359 0.361 0.112 0.048
H -2.85307 -2.32223 5.46836 -0.150 -0.318 0.230
H -1.54103 -4.49674 5.55720 0.095 0.097 0.051
H -0.68324 -4.19938 3.95338 0.909 -0.133 0.816
H -2.71668 -6.42591 3.99414 -0.403 0.292 0.458
H -1.16024 -6.77344 4.64641 0.607 0.322 -0.329
H -1.91734 -5.83916 0.59299 0.331 -0.956 0.272
H -1.66453 -4.55989 1.65907 -0.856 0.550 0.003
H -3.16466 -5.60397 1.79224 0.069 0.111 0.460
C 2.69402 -2.25057 -5.85057 -0.308 -0.143 0.075
O 1.68169 -2.09568 -6.82693 -0.998 -0.131 -1.030
C 1.32400 -3.30449 -7.60301 -1.085 1.968 0.371
C 0.16253 -3.09762 -8.69205 0.486 0.421 0.701
O -1.17678 -2.99606 -8.16596 -0.364 -0.074 -1.025
C -2.17545 -3.00589 -9.25292 0.793 -0.396 0.527
H 3.66891 -2.39481 -6.31628 0.112 -0.325 0.107
H 2.44162 -3.00362 -5.10404 0.169 -0.688 -0.269
H 2.75772 -1.36582 -5.21712 -0.148 0.490 -0.477
H 0.93939 -4.00007 -6.85713 0.300 -0.604 -0.261
H 2.23904 -3.58766 -8.12323 -0.180 -0.568 -0.035
H 0.25567 -3.93304 -9.38595 -0.136 -0.574 0.199
H 0.31447 -2.24435 -9.35306 0.453 0.466 0.288
H -3.20065 -2.90893 -8.89564 0.333 0.023 0.704
H -2.13065 -3.95463 -9.78770 0.170 -0.167 -0.001
H -2.05663 -2.21717 -9.99582 0.519 0.280 0.158
C 3.21894 1.59272 -3.06512 0.093 -0.193 -0.045
O 4.44362 1.95163 -3.65826 0.411 -0.727 -0.405
C 5.56617 2.00026 -2.78449 0.196 1.086 -0.720
C 6.18398 0.70550 -2.33184 -0.778 -0.980 -0.118
O 6.76022 -0.03417 -3.40676 -0.573 0.744 -0.228
C 7.74284 -0.95272 -3.04934 1.152 0.464 -0.458
H 2.53242 1.16935 -3.79829 0.096 0.339 -0.527
H 2.78607 2.50620 -2.65734 -0.312 -0.195 0.504
H 3.30285 0.76625 -2.35943 0.166 0.295 0.581
H 5.36022 2.68094 -1.95844 -0.274 -0.383 0.637
H 6.30730 2.57857 -3.33620 0.204 -0.238 -0.316
H 5.41121 0.05617 -1.92039 -0.276 -0.021 0.362
H 6.87014 0.91182 -1.51042 0.393 0.072 -0.091
H 8.28669 -1.22010 -3.95534 -0.239 -0.106 -0.230
H 7.43228 -1.89168 -2.59107 -0.432 0.135 0.371
H 8.49497 -0.41924 -2.46814 0.129 -0.311 0.638
C -2.51923 -5.01966 -2.61389 -0.967 0.204 -0.166
O -3.10992 -4.47257 -1.45237 -0.880 0.084 0.276
C -2.77101 -3.12183 -1.26560 1.015 0.317 0.036
C -3.38446 -2.40260 -0.06610 -0.564 -0.648 0.125
O -4.79773 -2.49165 0.06382 -0.672 -1.373 -0.036
C -5.27438 -3.72563 0.72001 1.050 1.355 0.744
H -3.18322 -5.85292 -2.84387 0.711 -0.502 -0.037
H -1.45687 -5.23443 -2.49821 0.046 -0.412 0.206
H -2.60680 -4.35644 -3.47446 -0.023 0.419 -0.016
H -2.87197 -2.54021 -2.18191 -0.372 -0.060 -0.152
H -1.70147 -3.17954 -1.06347 0.530 0.714 0.112
H -3.18436 -1.33314 -0.13181 0.232 0.043 -0.363
H -2.86971 -2.73586 0.83506 -0.179 -0.242 0.401
H -4.98518 -3.59933 1.76332 0.086 -0.184 0.340
H -4.79381 -4.64733 0.39197 -0.175 0.218 -0.604
H -6.36266 -3.78233 0.74273 0.127 0.199 -0.683
C 1.29721 1.09871 -6.96967 0.179 0.109 1.256
O 1.67915 2.48405 -6.79114 -0.443 -1.006 -0.293
C 3.07963 2.73810 -6.90287 -0.206 0.595 0.468
C 3.42955 4.12095 -6.28543 -0.433 -0.894 0.096
O 2.83749 5.21705 -6.93985 -0.056 0.371 0.133
C 3.29892 6.47633 -6.43448 -0.183 -0.692 -0.503
H 1.30524 0.67224 -7.97274 0.476 0.418 -0.173
H 0.31568 0.86124 -6.55942 -0.616 1.106 -0.342
H 1.82443 0.45530 -6.26528 1.029 -0.051 -0.372
H 3.42327 2.61675 -7.93014 -0.117 0.391 -0.310
H 3.65919 2.00964 -6.33581 -0.023 -0.170 0.367
H 4.51554 4.18365 -6.21619 0.383 0.180 -0.485
H 3.13360 4.13208 -5.23643 -0.357 -0.245 0.266
H 4.38151 6.48223 -6.56118 0.121 0.538 -0.079
H 3.07492 6.68885 -5.38913 -0.117 -0.554 0.370
H 2.77159 7.25522 -6.98526 0.364 -0.091 -0.305
C 5.23917 -2.12523 2.13518 -0.045 -1.271 1.619
O 5.46108 -0.74820 2.07306 0.073 -0.180 -0.325
C 4.65629 -0.20841 1.06262 -1.046 1.146 -0.544
C 4.58550 1.33120 1.04915 1.929 -0.657 0.175
O 5.91524 1.97205 0.91560 -2.430 0.225 -0.587
C 6.88213 1.68954 1.88205 0.106 -0.338 0.315
H 5.61137 -2.80981 1.37300 0.369 0.698 -0.810
H 4.19005 -2.39384 2.25886 -0.392 0.341 -0.064
H 5.71430 -2.48667 3.04716 0.164 0.113 0.134
H 3.60818 -0.45352 1.23436 -0.282 -0.439 0.118
H 4.90545 -0.66220 0.10341 0.290 0.232 -0.254
H 4.00915 1.65196 1.91692 0.550 0.250 0.453
H 3.94530 1.65050 0.22678 0.453 -0.016 -0.386
H 7.55015 2.54452 1.98629 0.076 0.039 -0.329
H 7.42196 0.79749 1.56436 0.337 -0.004 0.333
H 6.46959 1.51612 2.87595 -0.195 -0.144 0.062
C 4.33770 -6.48593 3.04889 -0.311 -0.075 0.631
O 4.76534 -6.89711 1.77721 0.436 -0.007 -0.539
C 6.07708 -7.45706 1.70638 -0.634 -0.691 -0.165
C 6.04744 -9.00096 2.02395 1.289 0.755 -0.894
O 5.18395 -9.80129 1.20160 1.237 0.669 0.605
C 3.88092 -9.80477 1.65121 -1.658 0.040 0.864
H 4.54752 -7.19819 3.84686 0.085 -0.339 -0.048
H 3.25495 -6.36083 3.03896 0.018 -0.020 -0.177
H 4.76130 -5.54032 3.38726 0.278 0.287 -0.263
H 6.76440 -6.87669 2.32189 0.087 -0.363 0.773
H 6.49549 -7.25441 0.72050 -0.541 -0.320 -0.416
H 5.98846 -9.10544 3.10733 -1.079 -0.420 0.138
H 7.02866 -9.43497 1.83177 0.275 0.333 -0.267
H 3.86976 -9.76344 2.74037 -0.141 0.321 0.262
H 3.31800 -10.71503 1.44471 0.517 -0.335 -0.570
H 3.28584 -8.98526 1.24825 0.054 0.239 0.057
C -6.02147 0.82514 -2.83203 -0.447 1.648 0.855
O -6.85162 1.99748 -3.04073 -0.179 -0.168 -1.143
C -6.50268 2.79943 -4.18660 0.154 0.452 1.088
C -7.13938 4.22924 -4.21572 -1.321 -0.870 -0.342
O -8.51826 4.32262 -4.62281 0.657 -0.388 -0.220
C -9.37361 3.61725 -3.77108 -0.933 -0.321 1.203
H -5.01452 1.21857 -2.69285 0.364 -0.396 0.140
H -5.99725 0.00260 -3.54683 -0.431 0.361 -0.516
H -6.44252 0.47793 -1.88849 0.405 -0.407 -0.028
H -6.63355 2.19555 -5.08454 -0.287 0.339 -0.324
H -5.44692 3.05617 -4.09958 0.522 -0.187 -0.079
H -6.58884 4.82990 -4.93974 0.069 -0.145 -0.001
H -7.10644 4.75065 -3.25908 0.579 -0.281 0.238
H -10.42306 3.85730 -3.94175 0.102 0.044 -0.794
H -9.29810 3.86841 -2.71311 0.675 0.461 0.299
H -9.25298 2.53418 -3.74819 0.177 -0.126 -0.589
C 3.57126 -3.03576 -1.18879 -0.243 -0.175 -0.476
O 3.33675 -4.28674 -1.79732 -0.068 -0.634 0.467
C 3.55890 -5.35655 -0.86110 -2.057 -0.728 -1.124
C 2.94936 -6.66644 -1.45141 0.107 -0.543 -0.533
O 1.49269 -6.79572 -1.54220 0.770 1.002 1.272
C 0.84735 -6.70762 -0.24232 0.202 -0.630 -0.905
H 3.28543 -2.23767 -1.87396 0.073 -0.093 -0.213
H 4.63667 -2.95392 -0.97356 0.088 0.276 0.441
H 2.92093 -2.92083 -0.32163 0.352 0.091 0.366
H 2.92135 -5.25919 0.01762 0.325 0.801 0.519
H 4.60600 -5.41217 -0.56348 0.025 -0.323 -0.080
H 3.30271 -7.54915 -0.91843 0.168 0.158 0.694
H 3.32006 -6.87085 -2.45585 -0.219 0.471 -0.251
H -0.17549 -7.07385 -0.33044 -0.008 0.195 -0.415
H 0.81484 -5.69595 0.16212 0.133 0.063 -0.010
H 1.30334 -7.40238 0.46299 0.401 0.153 0.197
C 0.22535 -2.17743 -3.05281 0.452 0.349 0.240
O -1.01744 -1.82950 -3.56856 -0.226 0.521 -0.736
C -0.91249 -1.51289 -4.96903 -1.536 -0.369 0.695
C -2.35520 -1.42385 -5.43181 -0.635 1.207 -0.505
O -3.13585 -0.35522 -4.83423 -0.317 1.009 0.617
C -2.67109 1.01831 -4.88482 1.232 -1.237 -0.758
H 0.60309 -3.03906 -3.60327 0.419 -0.155 0.253
H 0.16097 -2.36182 -1.98045 -0.270 -0.409 -0.068
H 0.89058 -1.31667 -3.12107 0.540 0.004 -0.277
H -0.36945 -2.29539 -5.49903 -0.079 -0.074 -0.090
H -0.41231 -0.56754 -5.17936 0.302 0.143 0.392
H -2.93377 -2.31859 -5.20201 0.247 -0.036 0.309
H -2.45112 -1.30399 -6.51094 0.514 0.025 -0.242
H -3.39716 1.83093 -4.90911 -0.899 -0.783 0.236
H -2.10578 1.17331 -5.80379 0.245 -0.037 -0.277
H -1.98254 1.24812 -4.07168 -0.025 -0.250 0.232
C -3.23848 4.97643 -2.73490 -1.185 0.361 1.183
O -4.17036 5.83405 -3.42795 1.621 -0.679 0.847
C -3.51870 6.36620 -4.54373 -0.607 1.522 -0.152
C -4.46946 7.41862 -5.12302 0.006 -0.519 -1.568
O -4.79012 8.56655 -4.37349 0.514 -1.068 1.240
C -5.79267 9.30442 -5.00720 0.489 0.224 -0.051
H -2.45128 5.50642 -2.19869 0.191 0.415 -0.552
H -2.79573 4.19427 -3.35157 -0.138 0.006 -0.287
H -3.81908 4.55721 -1.91316 -0.075 -0.486 -0.194
H -3.30593 5.52821 -5.20751 -0.237 0.183 -0.820
H -2.55125 6.84484 -4.39191 0.253 -0.011 0.884
H -5.34414 6.83715 -5.41446 -0.688 0.198 0.225
H -4.10911 7.84071 -6.06115 0.570 -0.470 -0.469
H -6.71276 8.72780 -5.10239 -0.274 0.143 0.207
H -5.45908 9.56780 -6.01092 -0.059 0.191 -0.326
H -5.87733 10.21897 -4.42024 -0.482 -0.072 -0.109
C 1.97362 -8.41554 5.66299 0.159 1.691 -0.889
O 2.63542 -7.11202 5.81452 -0.533 -2.418 -0.847
C 3.00204 -6.67276 7.09208 0.532 0.915 -1.274
C 4.20190 -5.72993 6.83512 -1.026 -0.652 0.181
O 3.82795 -4.65414 5.97641 -0.877 -1.137 0.157
C 4.90167 -3.79439 5.79805 0.074 0.410 0.173
H 1.89519 -8.49992 4.57909 -0.147 -0.031 -0.049
H 0.95435 -8.38437 6.04797 0.058 -0.087 0.352
H 2.50721 -9.31612 5.96687 0.367 0.336 0.665
H 3.31449 -7.49068 7.74131 -0.037 -0.005 0.211
H 2.15311 -6.10560 7.47385 0.095 0.044 0.655
H 5.02332 -6.26905 6.36319 0.064 -0.315 -0.083
H 4.53315 -5.47068 7.84069 0.253 0.927 0.091
H 5.76207 -4.32664 5.39245 0.551 -0.179 0.590
H 4.99192 -3.35092 6.78966 1.227 0.511 -0.110
H 4.74293 -3.02535 5.04209 -0.814 0.057 0.143
O -0.35485 -3.90306 9.63929 0.057 1.315 -1.659
C -0.10758 -2.93194 8.92903 0.574 -2.292 2.764
O 0.52655 -3.04616 7.76408 -0.013 -0.694 -1.384
C 0.74292 -1.80035 7.08661 0.248 1.124 1.140
C 0.39026 -0.78234 8.17494 -0.458 1.902 0.020
C -0.21937 -1.52192 9.38361 -0.307 1.124 -1.424
H 0.14207 -1.62074 6.19508 -0.358 -0.723 0.104
H 1.76933 -1.62981 6.76177 0.104 -0.843 0.176
H -0.29686 -0.06865 7.72040 -0.344 -0.083 0.260
H 1.19928 -0.11162 8.46430 0.427 -0.447 0.037
H -1.26958 -1.25843 9.50908 -0.047 -0.106 0.063
H 0.26857 -1.32210 10.33759 0.128 -0.374 -0.173
O -2.33780 2.69856 1.03694 1.424 1.224 -0.969
C -3.18260 1.90157 1.20335 -2.781 -0.845 1.475
O -4.37643 1.89928 0.49133 1.064 1.441 -0.460
C -5.35855 0.97247 0.92273 1.540 -0.960 1.585
C -4.74458 0.46496 2.29122 -0.769 -0.546 -0.540
C -3.26694 0.85127 2.28767 -0.532 -0.968 -0.758
H -5.41740 0.26325 0.09712 -0.314 -0.469 0.512
H -6.33392 1.38889 1.17443 0.182 0.462 -0.528
H -4.95328 -0.60048 2.38797 0.244 -0.041 0.111
H -5.25825 0.96411 3.11286 -0.023 0.067 -0.024
H -2.65167 0.03820 1.90237 0.131 -0.315 0.037
H -2.87393 1.07861 3.27861 0.050 0.505 -0.286
O 2.42101 -0.50524 4.33324 1.954 3.613 2.438
C 3.05666 0.35645 5.04100 -2.956 -6.508 -3.427
O 2.57113 0.76144 6.19635 -1.873 -0.379 -0.326
C 3.43575 1.69451 6.75476 0.871 0.438 1.817
C 4.76972 1.24507 6.24327 1.640 1.327 -0.811
C 4.43494 0.76494 4.83338 1.315 1.426 0.289
H 3.40691 1.61103 7.84118 -0.328 0.011 0.031
H 3.09365 2.69161 6.47751 0.361 0.145 -0.194
H 5.26909 0.43593 6.77621 -0.541 -0.059 0.395
H 5.48746 2.06539 6.23963 0.073 0.071 -0.009
H 5.20375 0.09020 4.45687 -0.841 -0.502 -0.224
H 4.37315 1.57196 4.10332 0.257 0.396 -0.017
O -9.26665 3.48911 0.13800 1.117 0.730 0.588
C -8.15863 3.90992 0.42173 -2.310 -1.386 -0.964
O -7.91275 4.55828 1.57466 0.649 0.514 -0.297
C -6.49122 4.83180 1.65824 0.783 -1.099 -0.692
C -5.93109 4.59110 0.24637 0.163 0.978 -0.122
C -6.93028 3.68339 -0.40874 0.450 0.659 0.012
H -6.06749 4.01380 2.24085 0.053 0.388 0.802
H -6.27286 5.83356 2.02823 -0.300 -0.254 0.252
H -4.91608 4.20436 0.15536 -0.038 0.230 0.512
H -6.00542 5.51518 -0.32690 0.398 0.316 0.167
H -6.65336 2.62915 -0.40860 -0.248 0.235 -0.270
H -6.99955 4.09677 -1.41492 -0.743 -0.947 0.013